# 1
28
Properties=species:S:1:pos:R:3:forces:R:3 method="wB97M-V/def2-TZVPD" smiles="[H]/N=C(/N)NCCC[C@H](N)C(=O)O.F" homo_lumo_gap_ev=9.50 lumo_energy_ev=0.60
C -1.543 -0.311 -0.722 -0.39 1.37 0.80
C -1.206 -0.703 -2.124 2.07 -2.14 -0.22
C -1.004 -1.179 0.418 1.98 0.61 -0.21
C -0.964 -0.418 1.756 -1.05 0.55 -0.36
C 0.021 0.750 1.879 -0.92 -0.29 -0.50
C 1.921 0.322 0.482 0.67 0.79 -0.02
H -3.458 -0.590 -1.200 -0.29 0.00 0.01
H -3.058 0.884 -0.791 -0.99 3.27 -0.91
H -0.969 0.630 -0.647 -0.35 0.00 0.24
H 0.015 -1.493 0.145 -0.22 0.00 0.09
H -1.557 -2.076 0.520 -0.86 -0.87 0.12
H -1.974 -0.057 1.900 -0.39 0.23 0.27
H -0.751 -1.045 2.613 0.01 -0.63 -0.02
H -0.183 1.570 1.139 0.16 -0.97 0.98
H -0.070 1.184 2.872 0.08 0.09 0.07
H 1.607 -0.504 2.290 0.61 -1.62 1.31
H 0.926 1.965 0.007 1.27 -1.70 -0.45
H 3.302 -1.232 0.593 1.13 -3.99 2.52
H 3.344 -0.281 -0.708 0.99 0.43 -2.21
H 0.587 -0.070 -1.769 1.33 2.18 1.54
H 2.002 2.267 -2.041 -0.58 -3.27 -0.79
N -2.957 -0.021 -0.526 0.71 -2.94 0.66
N 1.322 0.183 1.676 -0.04 1.62 -0.51
N 1.596 1.228 -0.366 -1.10 1.57 3.66
N 2.999 -0.471 0.167 -2.53 3.67 -0.36
O -1.953 -1.095 -2.987 0.92 0.73 0.89
O 0.208 -0.785 -2.212 -3.36 -2.16 -2.53
F 1.795 1.349 -2.365 1.15 3.48 -4.08


# 2
87
Properties=species:S:1:pos:R:3:forces:R:3 method="wB97M-V/def2-TZVPD" e_above_lowest_ev=0.0000 homo_lumo_gap_ev=5.23 lumo_energy_ev=-1.67
C -3.142 -4.662 0.566 -0.28 0.21 0.09
C -1.867 -4.093 1.149 -3.84 1.70 -1.67
O -1.881 -2.751 0.975 0.17 0.74 0.08
C -0.613 -2.117 1.248 -0.27 0.17 -0.01
Nb -0.285 -0.123 0.034 1.87 0.95 -1.24
C -2.490 0.051 0.360 0.06 -0.30 0.38
C -2.995 -0.098 1.806 -0.10 0.40 0.05
C -4.357 -0.770 1.936 -0.17 -0.16 -0.12
O -5.248 -0.122 2.847 -0.06 0.01 0.00
C -0.811 -1.437 -1.780 -0.10 0.05 0.11
C -1.878 -0.877 -2.747 -0.03 -0.28 0.11
C -3.107 -1.778 -2.805 -0.24 0.14 -0.06
Br -4.820 -0.821 -2.771 -0.03 0.09 -0.03
C 0.105 1.022 1.963 -0.53 -0.20 0.37
C -0.756 2.289 2.164 0.19 -0.02 0.06
C 0.031 3.591 2.204 -0.09 0.16 0.10
C 1.078 3.700 3.306 0.08 0.15 -0.30
S 0.344 3.739 4.960 -0.04 0.10 0.13
C 0.918 2.262 5.644 0.04 -0.24 0.18
N 0.713 1.862 6.851 -0.23 0.16 0.24
N 1.333 0.617 6.976 0.01 0.17 -0.30
C 1.857 0.397 5.831 0.25 -0.60 0.19
O 1.655 1.371 4.929 -0.09 0.34 -0.18
C -0.415 1.778 -1.181 -0.29 -0.28 0.00
C 0.451 1.790 -2.439 -0.13 -0.11 -0.08
C -0.093 2.655 -3.583 -0.30 0.03 0.00
O 1.741 2.239 -2.023 0.12 0.16 0.28
C 2.736 2.300 -3.015 0.08 -0.09 -0.01
C 2.864 1.028 -3.806 0.27 -0.06 0.35
C 3.335 -0.116 -3.173 0.06 -0.05 0.15
C 3.451 -1.311 -3.855 0.01 0.05 0.20
C 3.100 -1.372 -5.189 -0.07 -0.13 -0.27
C 2.637 -0.239 -5.830 -0.04 0.09 -0.19
C 2.522 0.958 -5.138 -0.09 0.01 -0.32
N 1.687 -0.459 -0.344 -1.16 -0.41 0.89
C 2.566 -0.411 0.562 0.39 0.31 -0.23
C 3.508 0.761 0.687 -0.20 0.09 0.21
C 2.780 -1.503 1.582 0.13 -0.34 -0.34
H -3.334 -4.124 -0.357 -0.04 -0.17 -0.21
H -3.102 -5.736 0.385 -0.01 -0.11 -0.04
H -3.960 -4.446 1.247 -0.17 -0.07 -0.02
H -1.851 -4.370 2.219 -0.61 0.70 0.13
H -1.007 -4.549 0.676 -3.54 3.22 -3.34
H 0.186 -2.770 0.878 0.27 -0.22 -0.29
H -0.466 -2.012 2.334 -0.12 -0.05 0.16
H -2.968 -0.720 -0.245 0.01 -0.01 -0.13
H -2.818 1.015 -0.028 -0.14 0.06 -0.13
H -2.268 -0.613 2.434 0.02 -0.05 0.15
H -3.129 0.894 2.237 0.10 0.07 0.07
H -4.245 -1.816 2.232 0.02 -0.15 -0.08
H -4.860 -0.756 0.970 -0.07 0.04 -0.05
H -5.086 -0.455 3.730 0.09 0.04 0.10
H -1.120 -2.436 -1.457 0.04 -0.13 0.06
H 0.129 -1.572 -2.321 0.15 0.01 0.01
H -2.203 0.126 -2.475 0.04 0.11 0.01
H -1.462 -0.832 -3.753 -0.02 0.26 -0.13
H -3.170 -2.344 -3.727 0.13 -0.23 0.01
H -3.162 -2.438 -1.949 0.00 -0.07 0.09
H 1.155 1.305 2.068 0.20 -0.11 -0.15
H -0.100 0.352 2.804 0.13 -0.09 0.13
H -1.507 2.393 1.381 -0.12 0.04 -0.05
H -1.306 2.222 3.104 -0.13 -0.04 0.04
H -0.677 4.411 2.344 -0.04 0.11 -0.09
H 0.534 3.783 1.254 0.09 -0.10 -0.12
H 1.815 2.908 3.258 0.00 -0.14 0.04
H 1.625 4.636 3.207 0.00 0.09 0.01
H 2.430 -0.454 5.511 0.04 -0.06 0.04
H -0.088 2.626 -0.573 -0.02 0.03 0.19
H -1.454 1.974 -1.442 -0.08 0.06 -0.08
H 0.543 0.767 -2.815 0.15 -0.08 -0.08
H -0.097 2.120 -4.533 0.08 -0.02 -0.08
H -1.120 2.944 -3.375 -0.07 0.05 -0.02
H 0.486 3.567 -3.711 0.03 0.12 0.06
H 2.594 3.147 -3.692 -0.11 0.05 -0.07
H 3.663 2.479 -2.470 0.09 0.06 0.02
H 3.596 -0.065 -2.126 0.00 0.03 0.10
H 3.807 -2.195 -3.349 0.06 -0.09 0.09
H 3.188 -2.304 -5.726 0.00 -0.09 -0.10
H 2.363 -0.273 -6.874 -0.02 -0.06 -0.11
H 2.156 1.842 -5.640 -0.03 0.06 -0.06
H 4.475 0.506 0.252 0.08 0.01 -0.14
H 3.072 1.627 0.200 0.09 0.07 -0.22
H 3.696 0.993 1.736 -0.02 -0.01 0.10
H 2.497 -2.464 1.156 -0.15 -0.04 0.02
H 3.828 -1.563 1.870 0.06 0.07 0.18
H 2.164 -1.306 2.459 -0.02 0.09 0.13
Rb -0.092 -5.380 1.791 8.19 -6.25 5.03


# 3
13
Properties=species:S:1:pos:R:3:forces:R:3 method="wB97M-V/def2-TZVPD" charge=-1 smiles=CCNC[O-] e_above_lowest_ev=0.4334 homo_lumo_gap_ev=6.98 lumo_energy_ev=4.56
C -0.895 0.092 -0.001 -0.21 0.10 -0.33
N 0.203 0.335 0.910 0.14 -0.44 0.15
C 1.456 0.934 0.167 0.13 0.15 2.13
O 1.234 1.568 -0.927 -0.16 0.20 -1.04
C -0.883 -1.334 -0.555 0.85 -0.87 0.37
H -0.740 0.783 -0.841 -0.27 -0.02 -0.13
H -1.874 0.300 0.442 0.03 0.07 0.21
H -0.037 0.930 1.693 -0.23 0.10 -0.44
H 1.857 1.598 1.025 0.06 -0.44 -0.35
H 2.138 0.042 0.158 0.08 0.11 -0.43
H -0.929 -2.117 0.217 -0.19 0.37 0.24
H -1.635 -1.618 -1.294 -0.16 0.50 -0.14
H 0.104 -1.513 -0.995 -0.07 0.15 -0.25


# 4
109
Properties=species:S:1:pos:R:3:forces:R:3 method="wB97M-V/def2-TZVPD" charge=+4 homo_lumo_gap_ev="6.88 / 6.89" lumo_energy_ev="-10.24 / -10.20"
Ru 0.688 0.091 0.352 -0.90 -1.09 2.30
C 0.124 3.892 -0.301 -0.45 -0.62 0.30
P 1.131 2.361 -0.347 1.71 -0.67 0.36
C 2.594 2.861 0.622 -0.21 -0.04 -0.11
C 1.670 2.288 -2.100 -0.17 -0.21 0.33
C 2.837 2.947 -2.479 -0.16 -0.06 0.17
C 3.314 2.881 -3.777 -0.11 -0.14 -0.17
C 2.634 2.134 -4.726 0.08 0.05 0.10
C 1.468 1.479 -4.373 -0.21 -0.05 0.04
C 0.970 1.552 -3.070 -0.50 -0.24 0.09
P -0.524 0.527 -2.847 0.36 -0.76 -0.77
C -0.092 -1.229 -2.723 -0.05 0.51 0.08
C -1.721 0.699 -4.188 0.30 0.26 0.12
H 0.756 4.727 -0.606 0.11 -0.14 -0.02
H -0.213 4.055 0.723 -0.04 0.09 0.02
H -0.736 3.838 -0.966 0.01 0.04 0.00
H 2.915 3.871 0.370 0.07 0.00 0.02
H 3.405 2.147 0.469 -0.07 0.09 -0.04
H 2.304 2.846 1.676 -0.02 -0.02 -0.07
H 3.393 3.516 -1.751 0.04 0.05 0.06
H 4.218 3.406 -4.044 0.08 0.04 -0.02
H 3.013 2.060 -5.733 -0.02 0.00 -0.11
H 0.944 0.905 -5.123 -0.05 -0.05 -0.17
H 0.487 -1.546 -3.588 0.12 0.04 -0.04
H -1.013 -1.814 -2.676 0.00 0.07 0.00
H 0.486 -1.406 -1.803 -0.06 0.01 -0.32
H -1.377 0.127 -5.047 0.09 -0.15 -0.03
H -1.866 1.739 -4.480 0.08 -0.08 0.10
H -2.671 0.286 -3.851 -0.02 -0.08 0.03
O 0.554 0.907 3.046 0.04 0.01 0.96
N 1.322 -0.148 2.565 -0.68 1.03 -2.23
C 2.315 -0.496 3.290 -0.44 0.37 0.26
C 3.309 -1.474 2.929 0.65 -0.50 -0.46
C 4.101 -1.990 3.967 -0.33 0.20 -0.14
C 5.110 -2.897 3.715 0.05 -0.07 -0.13
C 5.395 -3.264 2.408 -0.09 0.06 0.11
C 4.629 -2.761 1.368 -0.17 0.15 0.01
C 3.570 -1.892 1.609 -0.25 0.34 0.22
P 2.586 -1.424 0.135 0.64 0.77 -0.97
C 3.848 -0.772 -1.005 -0.05 -0.02 0.06
C 4.851 0.047 -0.479 -0.21 -0.31 -0.03
C 5.848 0.533 -1.301 0.00 0.11 -0.10
C 5.863 0.200 -2.649 -0.02 -0.02 0.09
C 4.863 -0.605 -3.179 0.02 0.26 -0.07
C 3.831 -1.053 -2.373 -0.07 -0.09 0.37
C 2.062 -3.066 -0.448 -0.38 0.48 0.02
C 0.791 -3.475 -0.034 0.13 0.36 0.01
C 0.345 -4.750 -0.326 -0.11 -0.14 0.00
C 1.164 -5.620 -1.033 -0.01 0.08 0.03
C 2.417 -5.208 -1.463 0.08 -0.06 -0.03
C 2.872 -3.934 -1.176 -0.03 0.19 0.04
H -0.356 0.728 2.713 0.44 -0.09 -0.12
H 2.429 -0.019 4.265 -0.28 -0.07 -0.05
H 3.898 -1.687 4.982 0.00 0.08 0.14
H 5.682 -3.310 4.529 0.09 0.00 0.11
H 6.210 -3.938 2.194 0.07 -0.07 -0.01
H 4.871 -3.041 0.354 0.04 -0.07 -0.05
H 4.872 0.262 0.581 0.07 0.00 0.10
H 6.625 1.154 -0.882 0.12 0.06 0.00
H 6.662 0.564 -3.275 0.09 -0.03 -0.11
H 4.892 -0.888 -4.220 -0.01 0.01 -0.15
H 3.041 -1.664 -2.786 0.02 -0.12 -0.08
H 0.166 -2.768 0.524 -0.01 -0.30 -0.02
H -0.631 -5.079 -0.005 -0.10 0.00 0.07
H 0.828 -6.623 -1.250 -0.06 -0.07 -0.02
H 3.051 -5.884 -2.017 0.02 -0.07 -0.05
H 3.846 -3.619 -1.521 0.06 -0.03 -0.03
F -2.949 1.503 5.997 -0.10 0.03 0.02
C -3.499 1.760 4.800 0.27 -0.16 -0.28
C -2.837 1.269 3.707 -0.19 0.15 0.06
C -3.277 1.521 2.399 -0.40 -0.02 0.03
C -2.518 1.088 1.238 -0.52 0.48 -0.26
O -1.495 0.371 1.346 0.93 0.19 -0.05
C -3.005 1.616 -0.015 0.17 -0.23 0.61
C -4.229 2.271 -0.061 0.26 -0.12 -0.15
N -4.984 2.501 1.001 0.13 -0.19 -0.44
C -6.287 3.102 0.821 -0.58 0.41 -0.05
C -7.514 2.365 1.285 0.04 -0.07 -0.11
C -7.230 2.500 -0.177 0.01 0.02 0.01
C -4.489 2.235 2.269 0.62 -0.26 0.58
C -5.165 2.695 3.394 -0.06 0.14 0.09
C -4.690 2.532 4.702 0.18 -0.28 -0.59
N -5.341 3.059 5.783 -0.22 -0.06 0.29
C -6.282 4.156 5.693 -0.13 0.22 -0.05
C -7.573 3.850 6.464 -0.07 0.44 -0.97
N -7.261 3.213 7.781 -0.37 -0.29 0.36
C -5.852 3.457 8.170 0.83 0.05 0.15
C -4.920 2.790 7.159 0.32 -0.21 0.28
C -2.233 1.624 -1.241 -0.21 0.83 -0.44
O -2.339 2.423 -2.136 -0.15 -0.19 0.28
O -1.253 0.643 -1.386 0.40 -0.14 0.06
H -1.942 0.693 3.880 0.03 -0.05 0.13
H -4.614 2.599 -1.018 -0.11 0.06 0.05
H -6.264 4.182 0.926 -0.02 -0.07 -0.02
H -8.324 2.939 1.708 0.01 0.13 0.01
H -7.391 1.387 1.726 0.11 -0.10 0.00
H -7.836 3.162 -0.773 -0.01 0.15 0.00
H -6.914 1.611 -0.699 0.07 -0.15 -0.02
H -6.091 3.211 3.224 -0.09 0.07 0.03
H -6.550 4.366 4.662 -0.04 0.03 0.10
H -5.816 5.069 6.083 -0.07 -0.03 -0.09
H -8.216 3.179 5.891 0.04 -0.02 0.20
H -8.113 4.785 6.625 0.01 -0.16 0.16
H -7.415 2.199 7.723 -0.05 0.23 0.07
H -7.898 3.568 8.505 0.08 -0.14 -0.12
H -5.661 3.041 9.162 -0.14 0.02 -0.11
H -5.691 4.535 8.227 -0.16 -0.12 0.01
H -4.912 1.707 7.323 0.01 0.17 0.08
H -3.907 3.161 7.355 -0.17 -0.05 0.06